Record 1
Computed, not measured: a molecular structure, C19H11INS5Ta, with wB97M-V/def2-TZVPD.

The geometry in XYZ format:
```
38
C19H11INS5Ta (wB97M-V/def2-TZVPD)
Ta 0.248 0.888 -0.564
I -1.618 -1.748 0.844
C -1.530 -2.663 -1.041
C -1.992 -3.943 -1.171
C -1.969 -4.562 -2.436
C -1.507 -3.880 -3.523
C -1.035 -2.554 -3.397
C -0.578 -1.845 -4.538
C -0.125 -0.570 -4.436
C -0.083 0.051 -3.164
C -0.509 -0.580 -2.011
C -1.020 -1.913 -2.135
H -2.376 -4.477 -0.313
H -2.329 -5.578 -2.538
H -1.496 -4.343 -4.502
H -0.605 -2.348 -5.497
H 0.212 -0.031 -5.312
H 0.303 1.071 -3.133
S 4.373 5.253 2.179
C 3.490 4.249 1.247
S 3.951 2.628 0.892
C 2.636 2.234 -0.203
C 1.716 3.212 -0.390
S 0.287 3.169 -1.393
S 2.008 4.702 0.496
S 2.598 0.644 -0.909
N 0.017 1.164 1.181
C -0.116 1.126 2.553
C 0.545 0.142 3.295
C 0.403 0.101 4.672
C -0.399 1.028 5.325
C -1.058 2.003 4.587
C -0.922 2.058 3.211
H 1.172 -0.569 2.771
H 0.924 -0.661 5.237
H -0.507 0.993 6.400
H -1.684 2.731 5.088
H -1.427 2.817 2.628
```

As for the strongest force on any atom: 0.649 eV/Å. The total energy is -3131.07579 Ha. The net charge is 0. The calculation puts the orbital gap at 6.99 eV.

Mulliken charges, unit e, in atom order:
1. Ta 0.821
2. I 0.177
3. C 0.140
4. C -0.655
5. C -0.515
6. C -0.922
7. C 1.014
8. C -0.687
9. C -1.245
10. C -0.518
11. C 0.308
12. C 1.013
13. H 0.399
14. H 0.384
15. H 0.359
16. H 0.366
17. H 0.382
18. H 0.199
19. S -0.223
20. C 0.109
21. S -0.065
22. C 0.204
23. C 0.230
24. S -0.470
25. S -0.075
26. S -0.357
27. N -0.570
28. C 0.159
29. C 0.005
30. C -0.571
31. C -0.463
32. C -0.500
33. C -0.434
34. H 0.460
35. H 0.368
36. H 0.382
37. H 0.357
38. H 0.431


Record 2
Computed, not measured: 5 unconnected molecules or ions with the total composition H15N5 in a non-equilibrium geometry, with wB97M-V/def2-TZVPD.

The geometry in XYZ format:
```
20
H15N5 (wB97M-V/def2-TZVPD)
N -3.378 -1.550 2.512
H -3.608 -2.336 1.925
H -2.453 -1.758 2.862
H -3.333 -0.700 1.971
N -0.936 -0.497 -2.134
H -0.748 0.486 -1.918
H -1.421 -1.028 -1.411
H -1.386 -0.496 -3.030
N 3.126 4.143 2.155
H 3.499 4.414 3.069
H 3.874 3.784 1.570
H 2.550 3.327 2.389
N 1.915 -3.874 -4.524
H 0.979 -3.525 -4.347
H 2.731 -3.480 -4.045
H 2.025 -4.863 -4.645
N -0.835 1.883 1.832
H -1.487 1.236 2.270
H -0.440 2.598 2.433
H 0.030 1.352 1.709
```

As for the strongest force on any atom: 1.527 eV/Å. The total energy is -282.37565 Ha. As for the spin multiplicity: 2. The net charge is +1. As for the expectation value of S²: 0.7590. The calculation puts the orbital gap (alpha / beta) at 8.43 / 1.78 eV.

Mulliken charges, unit e, in atom order:
1. N -0.655
2. H 0.222
3. H 0.228
4. H 0.220
5. N -0.522
6. H 0.299
7. H 0.276
8. H 0.291
9. N -0.645
10. H 0.235
11. H 0.222
12. H 0.187
13. N -0.308
14. H 0.301
15. H 0.326
16. H 0.322
17. N -0.670
18. H 0.212
19. H 0.234
20. H 0.224


Record 3
Computed, not measured: 14 unconnected molecules or ions with the total composition C50H73N11O3S3 in a non-equilibrium geometry, with wB97M-V/def2-TZVPD.

The geometry in XYZ format:
```
140
C50H73N11O3S3 (wB97M-V/def2-TZVPD)
C 4.542 -4.553 -4.050
S 3.673 -2.973 -4.105
O 3.390 -2.711 -5.563
C 2.091 -3.580 -3.474
H 4.783 -4.856 -3.031
H 5.461 -4.363 -4.605
H 4.032 -5.363 -4.571
H 2.099 -3.671 -2.388
H 1.685 -4.523 -3.840
H 1.417 -2.778 -3.775
C 0.281 0.435 -0.251
S 0.672 -1.294 -0.568
O -0.071 -1.600 -1.825
C -0.155 -2.053 0.940
H 0.968 1.020 -0.862
H 0.626 0.681 0.753
H -0.739 0.746 -0.474
H -0.784 -2.877 0.602
H -0.687 -1.345 1.576
H 0.541 -2.441 1.684
C 4.614 -1.179 -0.225
S 5.565 0.008 -1.249
O 5.824 1.214 -0.349
C 4.139 0.494 -2.286
H 5.373 -1.577 0.449
H 4.132 -2.074 -0.618
H 4.141 -0.510 0.494
H 3.860 -0.257 -3.024
H 4.369 1.349 -2.921
H 3.234 0.745 -1.734
N -4.174 7.145 2.113
C -4.830 6.030 2.605
C -4.060 4.879 2.210
C -2.914 5.397 1.545
C -3.023 6.799 1.409
H -4.396 8.112 2.301
H -5.807 6.180 3.039
H -4.353 3.878 2.490
H -2.122 4.778 1.150
H -2.427 7.578 0.957
N 1.486 -4.918 1.677
C 1.596 -4.543 2.977
C 2.912 -4.687 3.296
C 3.577 -5.228 2.218
C 2.690 -5.209 1.155
H 0.672 -4.785 1.093
H 0.778 -4.157 3.568
H 3.312 -4.453 4.272
H 4.560 -5.675 2.257
H 2.758 -5.524 0.124
N -4.025 -1.339 -4.514
C -3.125 -1.264 -3.513
C -3.771 -1.794 -2.330
C -4.898 -2.474 -2.742
C -5.089 -2.124 -4.034
H -3.934 -0.948 -5.442
H -2.225 -0.675 -3.609
H -3.184 -1.778 -1.424
H -5.478 -3.006 -2.003
H -5.834 -2.501 -4.719
N 3.893 3.783 0.745
C 3.855 4.697 1.812
C 2.493 5.038 2.068
C 1.699 4.378 1.177
C 2.545 3.502 0.417
H 4.656 3.508 0.142
H 4.850 5.051 2.037
H 2.136 5.805 2.739
H 0.693 4.664 0.909
H 2.319 2.926 -0.468
N 2.243 1.129 2.877
C 1.010 1.552 3.297
C 0.392 0.389 3.814
C 1.263 -0.712 3.629
C 2.407 -0.246 2.967
H 2.921 1.717 2.415
H 0.686 2.577 3.199
H -0.526 0.345 4.382
H 1.014 -1.697 3.996
H 3.267 -0.725 2.521
N -5.404 -0.351 0.412
C -4.705 0.533 1.209
C -4.646 -0.120 2.473
C -5.045 -1.365 2.395
C -5.509 -1.514 1.170
H -5.543 -0.335 -0.588
H -4.424 1.472 0.755
H -4.208 0.339 3.348
H -5.156 -2.165 3.113
H -6.021 -2.396 0.817
N -1.517 -6.894 0.530
C -0.537 -6.340 -0.266
C -0.994 -5.123 -0.717
C -2.150 -4.806 -0.105
C -2.545 -5.997 0.543
H -1.546 -7.778 1.019
H 0.346 -6.905 -0.527
H -0.414 -4.605 -1.467
H -2.665 -3.862 -0.199
H -3.480 -6.226 1.032
N 5.392 6.564 -2.391
C 5.890 5.881 -3.534
C 5.312 4.674 -3.652
C 4.581 4.556 -2.510
C 4.570 5.749 -1.760
H 5.694 7.476 -2.079
H 6.602 6.456 -4.107
H 5.515 3.987 -4.460
H 4.268 3.565 -2.219
H 4.193 6.019 -0.784
N -6.039 2.944 -1.153
C -5.043 3.858 -1.086
C -3.913 3.375 -1.812
C -4.153 2.050 -2.162
C -5.451 1.871 -1.751
H -6.945 2.997 -0.709
H -5.166 4.831 -0.635
H -2.989 3.902 -2.002
H -3.509 1.336 -2.654
H -5.988 0.952 -1.929
N 2.137 1.651 -4.499
C 1.122 0.764 -4.638
C -0.016 1.281 -4.088
C 0.390 2.521 -3.633
C 1.765 2.738 -3.824
H 3.060 1.552 -4.897
H 1.249 -0.240 -5.014
H -0.987 0.825 -3.959
H -0.228 3.176 -3.037
H 2.430 3.572 -3.656
N -0.552 -2.148 6.918
C -0.692 -3.465 7.075
C -1.936 -3.947 6.503
C -2.593 -2.775 6.169
C -1.792 -1.693 6.368
H 0.196 -1.599 7.317
H 0.057 -4.039 7.600
H -2.299 -4.945 6.306
H -3.552 -2.684 5.681
H -1.984 -0.638 6.241
```

As for the strongest force on any atom: 7.472 eV/Å. The total energy is -3971.25433 Ha. The net charge is 0. The calculation puts the orbital gap at 8.12 eV.

Mulliken population analysis, charges in e, atoms 1 to 99:
1. C -1.089
2. S 0.655
3. O -0.715
4. C -0.557
5. H 0.324
6. H 0.368
7. H 0.339
8. H 0.018
9. H 0.528
10. H 0.091
11. C 0.713
12. S 0.807
13. O -0.602
14. C -0.453
15. H -0.813
16. H -0.472
17. H 0.518
18. H -0.065
19. H 0.468
20. H -0.137
21. C -0.514
22. S 0.279
23. O -0.598
24. C 0.230
25. H 0.528
26. H 0.307
27. H -0.238
28. H 0.007
29. H 0.111
30. H -0.160
31. N -0.016
32. C -0.587
33. C -0.471
34. C -0.274
35. C -0.730
36. H 0.194
37. H 0.372
38. H 0.493
39. H 0.617
40. H 0.406
41. N 0.298
42. C -0.897
43. C -0.518
44. C -1.006
45. C -0.425
46. H 0.141
47. H 1.002
48. H 0.435
49. H 0.457
50. H 0.514
51. N 0.082
52. C -1.158
53. C 0.391
54. C -0.528
55. C -0.908
56. H 0.218
57. H 0.454
58. H 0.557
59. H 0.432
60. H 0.431
61. N 0.250
62. C -0.876
63. C -0.436
64. C -0.584
65. C -0.548
66. H 0.236
67. H 0.496
68. H 0.476
69. H 0.603
70. H 0.396
71. N 0.164
72. C -1.040
73. C -0.255
74. C 0.022
75. C -1.099
76. H 0.214
77. H 0.415
78. H 0.431
79. H 0.687
80. H 0.466
81. N 0.311
82. C -0.215
83. C -0.566
84. C -0.397
85. C -0.797
86. H 0.091
87. H 0.264
88. H 0.445
89. H 0.443
90. H 0.411
91. N 0.096
92. C -0.964
93. C -0.287
94. C 0.148
95. C -1.292
96. H 0.196
97. H 0.416
98. H 0.602
99. H 0.737